1.
The following is a DFT calculation (ωB97M-V/def2-TZVPD) of a single C4H8N2O2 molecule.

Each line ends with the natural charge from an NBO analysis.
Positions of all 16 atoms, in Å:
C 0.1773 -2.0032 1.4418  -0.4650
N -0.8125 -0.8438 1.7563  -0.4808
N 0.0309 0.3690 1.7003  -0.3796
C -0.1047 0.7604 0.5232  0.7582
O -0.8587 0.1144 -0.4144  -0.4948
C -0.4829 0.6580 -1.7998  -0.1109
C 0.5525 1.8423 -1.4310  -0.0953
O 0.8073 1.7052 0.0202  -0.4836
H 1.3067 -1.8260 1.8523  0.2017
H -0.1785 -2.9467 1.9030  0.2011
H -0.0272 -2.0237 0.2618  0.2111
H -1.0670 -0.9295 2.8084  0.3477
H -1.3875 1.0967 -2.4883  0.2116
H 0.0694 -0.1944 -2.4815  0.2061
H 1.5452 1.4197 -1.9318  0.1795
H 0.4296 2.8015 -1.7207  0.1930

Cartesian forces, eV/Å:
-0.2894 1.1463 -1.0619
1.3474 -1.3515 3.7912
-1.3092 -0.8705 0.5617
2.1457 0.5189 -1.9833
0.6904 1.9951 -3.0321
-0.0100 0.5594 -0.8737
3.0545 -6.6459 0.6296
-2.4844 -0.5498 -1.2725
-2.7301 -0.1347 -1.3890
-0.0183 0.5995 -0.3885
1.4941 -0.4962 2.5541
0.7051 0.2372 -2.2657
1.7755 -1.3692 2.2972
-1.5116 1.9795 2.1657
-1.7634 1.4009 0.9678
-1.0964 2.9810 -0.7008

Properties
LUMO energy (eV): 0.732
Relative energy (zero: lowest compared OMol25 entry of this formula, charge and spin) (eV): 5.4998
M (g/mol): 116.12
HOMO energy (eV): -8.65

=====

2.
The following is a DFT calculation (ωB97M-V/def2-TZVPD) of 4 unconnected molecules or ions with the total composition C2H15N2O3.

Each line ends with the natural charge from an NBO analysis.
Positions of all 22 atoms, in Å:
C 1.0588 1.2226 -0.9900  -0.2473
N 0.8288 -0.1767 -1.4388  -0.8519
C -0.1845 1.7380 -0.2988  -0.2248
N -0.0595 1.7042 1.2017  -0.7047
H 1.3102 1.8719 -1.8270  0.2149
H 1.8632 1.1631 -0.2650  0.2102
H -0.0762 -0.2005 -1.9128  0.3510
H 1.4742 -0.4020 -2.1915  0.3847
H -1.0375 1.1262 -0.5233  0.2192
H -0.4126 2.7661 -0.5546  0.2297
H -0.9701 1.8237 1.6378  0.4282
H 0.3864 0.7845 1.5799  0.4688
H 0.5257 2.4708 1.5264  0.4244
H -0.7205 -2.4206 0.3918  0.4978
H 0.4408 -2.0538 -0.5836  0.4911
O 0.2457 -2.4089 0.2928  -0.9845
H -2.3876 -1.7288 -1.2268  0.4748
H -2.8715 -2.8320 -0.2799  0.4924
O -2.5576 -1.9131 -0.2976  -0.9539
H 1.1746 -1.0338 1.1531  0.5311
H 0.7997 -1.0337 2.6467  0.5067
O 1.1695 -0.4671 1.9594  -0.9579

Cartesian forces, eV/Å:
-0.2040 -0.9643 -0.2085
-0.3647 0.4355 -0.6121
0.0670 0.3556 0.6486
0.1122 0.0034 0.0871
0.1811 0.1416 0.1423
0.4232 0.3939 -0.0887
0.1440 0.0098 0.0826
0.2449 -0.0012 0.2079
-0.4407 -0.2507 -0.2336
-0.0266 0.0913 -0.1603
-0.0981 0.0223 0.0417
-0.0515 0.0257 -0.2089
0.0738 0.0476 0.0273
0.2105 0.1867 -0.3078
-0.1662 0.0944 0.1075
0.1354 -0.3442 0.3260
-0.1550 -0.1040 -0.0696
-0.0684 0.3522 -0.0497
0.0843 -0.3390 0.1083
-0.3261 -0.2561 0.3910
0.1030 -0.0812 -0.0090
0.1220 0.1805 -0.2223

Properties
LUMO energy (eV): -3.021
Relative energy (zero: lowest compared OMol25 entry of this formula, charge and spin) (eV): 0.3600
M (g/mol): 115.15
Total charge: +1
HOMO energy (eV): -13.97

=====

3.
The following is a DFT calculation (ωB97M-V/def2-TZVPD) of a molecular structure, C14H30CdF2O5Si.

Each line ends with the natural charge from an NBO analysis.
Positions of all 53 atoms, in Å:
Cd 0.8208 0.3268 0.8667  1.1601
C -0.4493 1.0957 -2.5377  -0.0885
C -1.2111 -0.1639 -2.9368  -0.0960
O -1.2657 -1.1290 -1.9100  -0.5394
C -2.4630 -1.1898 -1.1600  -0.0930
C -2.5589 -0.2013 -0.0116  -0.0946
O -1.6868 -0.4616 1.0783  -0.5684
C -2.0015 -1.6335 1.8281  -0.0814
C -0.8046 -2.5520 1.8741  -0.0982
O -0.4060 -2.7731 0.5402  -0.5526
C 0.8507 -3.3966 0.3888  -0.0828
C 1.3791 -3.0493 -0.9767  -0.0737
O 1.6591 -1.6599 -1.0554  -0.5571
C 1.8009 -1.2251 -2.3895  -0.0865
C 1.8234 0.2896 -2.3947  -0.0875
O 0.6983 0.8594 -1.7509  -0.5534
H -1.0711 1.7553 -1.9326  0.1973
H -0.1752 1.6473 -3.4471  0.1737
H -0.7299 -0.6408 -3.7944  0.1785
H -2.2171 0.1296 -3.2626  0.1783
H -2.5185 -2.2095 -0.7789  0.2060
H -3.3283 -1.0317 -1.8175  0.1695
H -3.5960 -0.1818 0.3478  0.1760
H -2.3138 0.8095 -0.3413  0.2047
H -2.8592 -2.1458 1.3850  0.1747
H -2.2787 -1.3363 2.8434  0.1954
H -1.0807 -3.4880 2.3790  0.1747
H 0.0083 -2.0940 2.4487  0.1965
H 0.7587 -4.4869 0.4754  0.1735
H 1.5407 -3.0536 1.1622  0.1884
H 0.6242 -3.3043 -1.7294  0.1837
H 2.2894 -3.6277 -1.1781  0.1750
H 0.9782 -1.6222 -2.9917  0.1748
H 2.7426 -1.5874 -2.8258  0.1747
H 1.9167 0.6632 -3.4212  0.1782
H 2.6939 0.6387 -1.8348  0.2041
F 1.7977 -0.7701 3.4534  -0.4187
C 2.3128 -0.7242 2.1424  0.0258
F 3.3762 0.1831 2.2237  -0.4086
H 2.8069 -1.6949 2.0199  0.0992
C -0.0417 2.9533 3.1280  -1.1101
Si 0.2795 2.7535 1.2849  0.8135
C 1.7664 3.8203 0.8452  -1.1084
C -1.2092 3.4775 0.3787  -1.1066
H -0.1222 4.0144 3.3890  0.2191
H 0.7650 2.5147 3.7182  0.2402
H -0.9713 2.4615 3.4236  0.2268
H 1.5816 4.8659 1.1156  0.2187
H 1.9871 3.7817 -0.2239  0.2251
H 2.6557 3.4827 1.3813  0.2382
H -1.3507 4.5258 0.6630  0.2248
H -2.1282 2.9384 0.6232  0.2208
H -1.0754 3.4462 -0.7052  0.2154

Cartesian forces, eV/Å:
-0.0493 0.1659 0.1694
0.0166 0.1024 0.0296
-0.0622 -0.0318 -0.0362
-0.0447 0.0224 0.0167
-0.0039 -0.0379 -0.0616
-0.0252 0.1538 0.0748
0.0262 -0.1904 0.0163
-0.0822 0.1138 0.0380
0.0670 -0.0476 0.0205
-0.0467 -0.0985 0.0082
-0.0265 0.0387 0.0514
0.0268 0.0864 -0.0851
0.0279 -0.1417 -0.0010
0.0501 0.0233 0.0238
-0.0263 0.0012 -0.0402
0.1675 -0.0135 -0.0828
-0.0111 -0.0888 0.0133
-0.0112 -0.0091 -0.0098
0.0255 0.0040 0.0204
0.0025 0.0024 -0.0043
0.0144 0.0110 0.0027
0.0043 0.0294 -0.0056
-0.0004 -0.0412 -0.0098
0.0179 -0.0292 -0.0257
0.0314 -0.0222 -0.0317
0.0201 -0.0054 0.0012
-0.0133 -0.0012 -0.0206
-0.0003 0.0466 -0.0207
-0.0008 -0.0058 -0.0250
0.0251 0.0161 0.0022
-0.0149 -0.0289 0.0206
-0.0099 -0.0179 -0.0130
0.0052 0.0327 0.0044
-0.0012 -0.0284 0.0221
-0.0320 -0.0375 -0.0179
-0.0139 -0.0232 0.0307
-0.0062 -0.0367 -0.0394
0.1329 -0.1113 0.1333
-0.0083 0.0043 -0.0118
-0.0328 -0.0009 -0.0935
-0.0520 0.1957 0.0748
-0.0169 -0.3907 -0.2138
0.0006 0.1947 0.0355
-0.0836 0.1831 0.0129
-0.0101 -0.0393 0.0612
0.0151 0.0134 -0.0058
-0.0009 -0.0082 -0.0103
0.0587 -0.0080 -0.0258
-0.0128 -0.0097 -0.0074
-0.0002 0.0020 0.0020
-0.0531 -0.0178 -0.0334
0.0032 0.0242 0.0157
0.0142 0.0553 0.0304

Properties
LUMO energy (eV): 0.638
Relative energy (zero: lowest compared OMol25 entry of this formula, charge and spin) (eV): 0.0000
M (g/mol): 456.88
HOMO energy (eV): -6.90

=====

4.
The following is a DFT calculation (ωB97M-V/def2-TZVPD) of 17 unconnected molecules or ions with the total composition C28H74N17O20.

Each line ends with the Löwdin charge.
Positions of all 139 atoms, in Å:
N -0.6029 -1.6486 2.6765  0.2928
H -0.6297 -1.2946 1.6723  0.1568
H -0.9085 -2.6168 2.8379  0.0763
H -1.2230 -1.0914 3.2696  0.0567
H 0.3667 -1.5862 2.9930  0.0558
N -1.9872 0.2100 -1.0116  -0.6067
O -2.2961 0.6293 -2.1402  -0.0664
O -0.9228 0.6181 -0.4941  -0.0826
O -2.8028 -0.4338 -0.3969  -0.0003
N -0.0297 -5.0870 4.6885  -0.5825
O -1.0981 -5.4640 5.1966  -0.0404
O 1.0436 -5.7239 4.7595  -0.0236
O -0.0027 -3.9713 4.0918  -0.1259
O -6.0515 3.3725 -0.7399  0.0168
C -5.1219 2.6188 -0.9489  -0.5574
N -5.1573 1.6603 -1.9778  0.1501
C -3.7807 2.6831 -0.2256  -0.0018
H -4.3249 1.1045 -2.0992  0.0393
H -5.9622 1.4474 -2.5721  0.1101
H -3.0263 2.6101 -0.9512  0.0479
H -3.7772 1.7404 0.3495  0.0627
H -3.7187 3.5282 0.4483  0.0843
O 1.9047 -0.7989 6.3469  -0.0077
C 0.7185 -0.5404 6.1343  -0.5751
N -0.1129 -1.4663 5.6672  0.1697
C -0.0412 0.7376 6.4387  -0.0105
H -1.0934 -1.2439 5.3515  0.1022
H 0.3141 -2.3626 5.3453  0.1031
H -0.4336 0.7801 7.4501  0.0803
H -0.8711 0.8403 5.6381  0.0807
H 0.6069 1.5792 6.3748  0.0557
O 4.3240 6.4620 -2.8350  0.0255
C 4.1518 5.7028 -3.7799  -0.5600
N 3.1986 5.8972 -4.8157  0.1368
C 4.9658 4.5105 -4.1023  -0.0291
H 2.4962 6.5776 -4.5215  0.0974
H 2.8099 5.0249 -5.0965  0.0245
H 5.6723 4.2567 -3.3132  0.0785
H 5.5558 4.8001 -5.0287  0.1081
H 4.3955 3.6471 -4.4809  0.0730
O 2.1293 3.8904 2.1969  -0.0205
C 1.2157 3.1632 1.8304  -0.5819
N 0.7393 3.2343 0.5760  0.1950
C 0.6212 2.0619 2.6869  0.0131
H 0.9363 4.0495 -0.0732  0.0812
H 0.0277 2.5931 0.2767  0.0691
H 0.8186 2.1661 3.7791  0.0951
H 0.9152 1.0862 2.2938  0.0715
H -0.4605 2.0937 2.5278  0.0726
O 2.2114 -1.7922 2.7500  0.0147
C 3.2037 -2.2394 3.2601  -0.5909
N 3.7171 -1.8115 4.4510  0.1811
C 3.8464 -3.3928 2.5850  0.0196
H 3.1120 -1.3578 5.1340  0.0567
H 4.4365 -2.4243 4.8226  0.1107
H 3.4674 -4.2791 3.0264  0.0837
H 4.9128 -3.3554 2.7071  0.0780
H 3.6973 -3.2453 1.5152  0.0670
O 0.8743 -2.4390 -1.0696  -0.0536
C 1.8940 -1.7252 -0.8645  -0.5473
N 1.8266 -0.4392 -0.6866  0.2031
C 3.3166 -2.2739 -1.0556  -0.0046
H 0.8347 -0.0605 -0.7414  0.0965
H 2.6350 0.1276 -0.6871  0.0658
H 3.9829 -2.1771 -0.2223  0.0385
H 3.7010 -1.8532 -2.0208  0.1054
H 3.3488 -3.2887 -1.3136  0.0513
O -1.6510 -3.2806 -5.5072  0.0237
C -0.8700 -3.3076 -4.5746  -0.5507
N -1.0262 -2.5532 -3.4139  0.1718
C 0.4041 -4.1384 -4.6576  0.0049
H -1.8012 -1.9026 -3.5353  0.0687
H -0.6437 -2.6014 -2.4543  0.0771
H 0.3807 -4.7365 -5.5254  0.0617
H 0.4085 -4.8269 -3.8359  0.0453
H 1.3140 -3.5553 -4.6378  0.0827
O 1.2581 5.3873 -1.1815  0.0234
C 1.6150 6.3742 -0.6019  -0.6041
N 1.9393 6.4172 0.6834  0.2010
C 1.7324 7.6781 -1.3556  -0.0063
H 2.0813 7.3072 1.1125  0.1036
H 1.8971 5.6007 1.2741  0.0639
H 0.9386 7.6397 -2.1403  0.0959
H 2.6797 7.7383 -1.8499  0.0455
H 1.4995 8.5830 -0.7362  0.0883
O -3.5499 1.2522 -6.3668  0.0042
C -3.6885 0.0250 -6.2167  -0.5925
N -3.4617 -0.5987 -5.0574  0.1663
C -4.1113 -0.9057 -7.3136  -0.0151
H -3.0480 -1.5309 -5.1306  0.0671
H -3.1269 -0.0809 -4.2797  0.0605
H -3.9442 -0.4031 -8.2431  0.0671
H -5.1774 -1.1655 -7.2692  0.0869
H -3.5196 -1.8498 -7.2926  0.0861
O 1.8615 3.4230 -4.7807  0.0029
C 1.1701 2.7454 -4.0401  -0.5565
N -0.1240 2.4888 -4.3526  0.2061
C 1.6121 2.3792 -2.6696  0.0022
H -0.4065 2.8888 -5.2295  0.1153
H -0.6496 1.8144 -3.8883  0.0623
H 2.5705 1.8479 -2.7017  0.0896
H 0.9589 1.7772 -2.0676  0.0418
H 1.7709 3.3256 -2.1618  0.0627
O -2.3305 0.0526 4.3008  -0.0567
C -3.3019 0.3490 3.5593  -0.5439
N -3.7827 -0.4185 2.5845  0.2020
C -3.9482 1.6839 3.5478  -0.0059
H -3.4903 -1.3615 2.4347  0.0423
H -4.4727 -0.0750 1.8992  0.1261
H -4.1079 2.0266 4.6061  0.1089
H -4.8717 1.7114 2.9853  0.0787
H -3.2415 2.3689 3.1040  0.0760
O -1.5404 -6.8155 0.6706  0.0029
C -1.0508 -5.9003 0.0193  -0.5914
N -0.4192 -4.9053 0.7209  0.1805
C -1.1045 -5.7697 -1.4650  -0.0002
H 0.1152 -4.1789 0.3023  0.0550
H -0.3551 -5.1453 1.7495  0.1244
H -0.1328 -5.4947 -1.9029  0.0757
H -1.8776 -5.0314 -1.7300  0.0935
H -1.4379 -6.6723 -1.8576  0.0584
O 4.5420 0.0320 0.4787  -0.0036
C 4.3986 1.0564 1.1528  -0.5609
N 4.2665 2.2642 0.6881  0.1958
C 4.2470 0.9184 2.7106  0.0163
H 4.2773 2.3966 -0.2886  0.0974
H 3.6582 2.9066 1.2237  0.0924
H 4.8049 0.0879 3.0813  0.0548
H 3.2552 0.6769 2.9668  0.0359
H 4.5337 1.8148 3.2384  0.0774
O -3.2194 -3.1099 2.6954  -0.0326
C -3.3863 -4.2672 2.2978  -0.5721
N -3.0631 -5.3988 2.9310  0.2013
C -4.1443 -4.3227 1.0049  -0.0014
H -3.0084 -6.3198 2.4832  0.1105
H -2.4555 -5.3803 3.7696  0.0823
H -4.0877 -3.3729 0.4516  0.0890
H -5.2023 -4.4693 1.2482  0.0872
H -3.8672 -5.2133 0.4531  0.0647

Cartesian forces, eV/Å:
-0.0344 0.4327 -1.3989
-0.2965 -0.8911 1.4183
0.0206 -0.1994 -0.4795
-0.1372 0.5569 0.0962
0.4740 0.0062 0.0823
-0.3332 1.7305 -0.5088
0.4047 0.0104 -1.3801
0.7105 -0.3501 0.5244
-0.4853 -1.5326 1.3439
1.3063 -0.0047 0.1418
0.2314 -0.4358 -0.1562
-1.3267 0.1013 0.1782
-0.2330 0.4012 -0.4615
-0.0268 -0.1448 0.3834
-0.3758 -0.2192 -1.9468
0.1573 0.5684 1.0742
-1.9719 -1.1823 0.8300
0.0478 -0.1819 -0.1412
0.4556 0.5658 0.7559
1.3047 0.1960 -0.7682
0.4169 0.3564 0.0406
-0.0002 0.1585 -0.1685
-0.1520 0.8725 0.0643
-0.5980 -0.0679 0.6953
-1.0106 -1.6191 -1.5332
-0.7372 0.2448 -1.4686
1.6414 -0.3021 0.7432
-0.7765 0.7367 0.3807
-0.2592 -0.4357 0.0406
1.2217 -0.0017 1.6730
0.6881 0.7180 -0.2109
-0.0813 -0.5527 -0.8043
-1.3787 0.6484 -0.9199
0.9110 1.4697 2.1575
1.6159 -0.4753 -1.3612
0.1815 -0.3065 -0.2965
-0.5354 -0.6391 -0.3775
-0.1727 -0.0848 -0.0230
-0.3622 -0.1999 1.1039
-0.0856 0.3350 0.6171
0.5665 0.6454 0.6376
-0.2455 -0.8097 -0.6669
-0.1451 0.7865 -0.5742
-0.6124 0.2291 0.3769
0.0716 -0.9955 0.7562
-0.3233 -0.2362 -0.0286
0.1581 -0.0659 -1.0142
0.3325 0.0079 0.1925
-0.0447 -0.0347 0.1999
-2.0210 1.5658 -0.5370
0.7584 -0.6401 1.3785
0.4556 -0.8976 -0.5953
1.2380 1.1791 -0.7033
-0.1562 0.0780 -0.0425
-0.2817 0.3565 0.0495
-0.5448 -1.0330 0.0083
0.7109 -0.1895 0.3250
-0.4425 -0.6215 0.1993
0.9921 0.5777 0.7563
0.2170 -2.7778 -1.4178
-3.1737 1.3459 0.1731
-0.4258 0.6765 -1.2244
1.6425 -0.1638 0.2274
0.8340 0.4810 0.2597
0.3134 0.8568 0.2016
0.0436 0.3925 1.1309
-0.7563 -1.7794 -0.0291
-0.4600 0.5423 0.1523
1.4583 0.1575 1.3897
-1.1436 0.2072 -1.0926
-0.6717 0.3529 0.7032
0.2842 -0.2764 0.5641
0.4714 -0.3157 -1.1435
-0.0918 -0.4739 -1.1879
0.2270 -0.2609 0.6707
0.0634 0.3305 0.1314
-0.6453 -2.3557 -0.9555
0.5470 2.4467 -0.0654
0.0350 0.1706 0.8571
-1.9903 0.7231 -0.0617
0.1773 0.1637 0.1249
0.1852 -0.3558 0.1759
0.6584 0.0480 0.4760
0.6639 0.0908 -0.1319
0.5100 -0.7741 -0.3825
-0.5403 -1.6884 0.1383
0.3380 2.1399 -0.7442
0.4348 -1.5571 0.6559
0.1357 -0.7654 -0.2920
-0.5269 0.1202 -0.0459
0.2855 0.7866 0.5884
0.1113 0.2148 -0.6250
0.2670 0.1067 0.2639
-0.4240 0.6048 0.0545
0.5303 -0.1031 -0.4636
-1.3484 0.2998 0.2524
1.6631 1.1257 -0.8635
1.1567 -0.3550 0.3385
-0.4196 -0.3036 -0.1328
-1.1422 -1.0498 0.9021
-0.0163 0.2072 -0.1585
-0.7304 -0.2041 -0.0525
0.0842 0.1434 0.1130
-1.2090 -0.0016 -0.8550
0.5250 -0.2362 -0.6030
-0.6847 0.2893 -0.5691
0.0172 0.9809 1.9515
0.3472 -0.9804 0.0449
0.7490 -0.1479 0.9453
0.0317 -0.2549 -1.0110
-0.1506 0.0102 0.0233
0.2072 0.3712 -0.1717
-0.4191 -0.3542 -0.7504
0.7583 0.7186 1.6486
-0.7176 -1.4993 1.5241
0.1562 1.4645 0.1301
0.4538 0.5627 -0.3191
0.1899 0.8706 -1.7424
-0.4179 0.0653 0.2858
0.4351 0.0689 0.0514
-0.4216 -1.7305 -0.7434
0.3887 0.8612 -0.1075
-0.4128 -3.5258 2.6245
-0.9625 2.6926 0.3818
0.9948 0.7246 -1.5586
-0.0321 0.0836 -1.1623
0.8149 -0.1713 -0.2919
0.6512 -0.4652 -0.0494
-1.4947 -0.1557 0.0671
0.0890 0.3544 0.0833
1.0063 -0.2751 1.3059
-0.7298 0.8265 -0.9990
0.9288 -0.6184 0.7982
-0.6376 -0.8566 -0.1640
-0.2854 0.9573 -0.3338
-0.4297 0.5151 -0.2755
0.3858 -0.5733 0.1775
0.0182 0.0352 0.0991
0.1389 0.0333 -0.5681

Properties
LUMO energy (eV): 2.064
M (g/mol): 969.00
Total charge: -1
HOMO energy (eV): -6.94

=====

Look up the LUMO energy of the first one. 0.732 eV

=====

Which of these has the lowest HOMO energy? C2H15N2O3

=====

Among the records above, which one has the highest LUMO energy? C28H74N17O20